(1)
# C3H4N2O2

C3H4N2O2 in the gas phase (ωB97M-V/def2-TZVPD, OMol25).

```
! wB97M-V def2-TZVPD RIJCOSX def2/J DEFGRID3
* xyz 0 1
O -0.64 -1.08 -0.14
O 0.25 2.23 -0.09
N 0.30 -0.11 -0.52
N -1.57 0.95 -0.01
C 1.47 -0.43 0.10
C -0.24 1.11 -0.11
C -1.82 -0.27 0.05
H 1.72 -1.32 -0.56
H 1.32 -0.93 1.22
H 2.01 0.51 0.12
H -2.80 -0.66 -0.06
*
```

Output
energy above the lowest of the compared OMol25 structures with the same formula, charge and spin = 419.52 kJ/mol
SMILES string = Cn1ocnc1=O
gap between HOMO and LUMO = 10.29 eV
maximum force = 5.1 eV Å⁻¹
HOMO energy = -10.11 eV

=====

(2)
# C20H19N5O3S

C20H19N5O3S in the gas phase (ωB97M-V/def2-TZVPD, OMol25).

```
! wB97M-V def2-TZVPD RIJCOSX def2/J DEFGRID3
* xyz 0 1
S -2.32 -0.48 -3.56
O -3.00 0.92 -0.30
O 0.94 -2.41 5.41
O 1.20 2.92 -0.03
N -1.45 -3.79 -2.04
N -0.64 0.20 0.88
N -2.23 -1.93 -1.19
N -0.69 0.67 -0.32
N -1.64 -2.91 -3.09
C -1.16 -2.91 5.18
C 0.60 -0.17 1.20
C 0.55 -3.10 6.60
C -0.11 -2.27 4.51
C 1.57 4.09 -0.40
C -2.10 1.07 -2.44
C 2.41 -1.06 2.93
C 2.86 0.06 0.58
C 1.82 2.69 -2.26
C -1.63 -3.19 -0.91
C -1.92 1.08 -0.93
C -0.70 -3.45 6.47
C 1.41 -0.17 0.03
C 2.04 4.08 -1.77
C 1.25 2.08 -1.17
C 0.57 0.66 -1.07
C 0.93 -0.94 2.48
C -2.11 -1.84 -2.55
C -0.13 -1.44 3.20
C 3.27 -1.04 1.61
H -2.23 -1.20 -0.45
H -2.10 -2.90 4.81
H -1.53 -3.71 0.12
H 1.55 4.94 0.29
H 2.82 0.98 1.05
H 2.46 4.93 -2.28
H 1.48 -1.15 -0.44
H 2.80 -0.15 3.44
H 4.30 -0.89 1.83
H 2.12 2.25 -3.18
H -1.20 -4.03 7.23
H 2.57 -1.95 3.57
H 3.57 0.22 -0.20
H -1.08 -1.54 2.67
H 1.17 -3.29 7.42
H 3.21 -2.00 1.06
H -3.02 1.64 -2.61
H 0.47 0.00 -1.96
H -1.24 1.61 -2.87
*
```

Output
energy above the lowest of the compared OMol25 structures with the same formula, charge and spin = 725.38 kJ/mol
SMILES string = O=C(CSc1nnc[nH]1)N1N=C2/C(=C/c3ccco3)CCC[C@@H]2[C@@H]1c1ccco1
gap between HOMO and LUMO = 7.44 eV
maximum force = 5.8 eV Å⁻¹
HOMO energy = -8.14 eV

=====

(3)
# C2H4BFO

C2H4BFO in the gas phase (ωB97M-V/def2-TZVPD, OMol25).

```
! wB97M-V def2-TZVPD RIJCOSX def2/J DEFGRID3
* xyz 0 1
F 1.88 -0.77 -0.74
O 1.99 0.77 0.97
C 1.36 0.13 0.26
C -0.51 0.09 0.55
B -1.03 -0.24 -0.83
H -0.52 1.22 0.85
H -1.12 0.69 -1.45
H -1.38 -1.37 -1.00
H -0.68 -0.52 1.38
*
```

Output
energy above the lowest of the compared OMol25 structures with the same formula, charge and spin = 188.14 kJ/mol
SMILES string = BCC(=O)F
gap between HOMO and LUMO = 11.00 eV
maximum force = 5.2 eV Å⁻¹
HOMO energy = -11.13 eV

=====

(4)
# C33H48N4PSSbSi3Tl

C33H48N4PSSbSi3Tl as an isolated structure (ωB97M-V/def2-TZVPD, OMol25).

```
! wB97M-V def2-TZVPD RIJCOSX def2/J DEFGRID3
* xyz 3 1
Tl -0.30 -0.66 -0.40
Sb -0.25 1.77 -1.63
S -2.53 -4.64 0.77
P 1.31 -1.09 1.75
Si -1.01 3.40 0.32
Si 2.27 2.12 -2.36
Si -2.03 1.55 -3.56
N 1.67 -1.82 -1.15
N 2.41 -2.15 1.02
N -0.15 -4.24 -0.36
N -1.63 -2.40 -0.15
C -4.88 -0.84 0.79
C 1.73 -2.11 -2.48
C -1.32 -3.69 0.01
C -1.00 5.06 -0.50
C -2.69 2.88 0.90
C -1.92 -2.36 3.86
C -1.41 0.15 -4.60
C 3.51 -3.64 -2.12
C 1.80 0.50 3.95
C 2.68 0.87 -3.66
C 0.28 3.18 1.63
C 3.67 0.21 2.44
C -2.94 -2.14 0.31
C -1.08 -1.70 2.97
C 2.58 1.32 4.74
C -5.50 -1.95 1.36
C 4.44 1.03 3.25
C -3.66 1.19 -2.75
C -3.57 -3.25 0.87
C 2.35 -0.06 2.79
C 3.28 1.98 -0.83
C 2.62 -3.01 -3.00
C 0.77 -3.06 3.68
C 2.03 3.84 -3.01
C -4.85 -3.18 1.40
C -1.97 3.20 -4.41
C -1.41 -3.38 4.64
C 2.50 -2.43 -0.32
C 3.46 -3.35 -0.78
C 0.26 -2.05 2.87
C -0.06 -3.73 4.56
C 3.90 1.59 4.39
C -3.60 -0.93 0.26
H 4.33 2.21 -1.05
H -1.44 5.81 0.18
H -6.50 -1.87 1.75
H 0.43 -3.77 -1.04
H -4.44 1.19 -3.52
H 1.29 3.34 1.26
H 2.96 2.68 -0.05
H -0.05 -5.24 -0.31
H -0.36 0.26 -4.86
H -3.02 3.59 1.66
H 3.08 -2.63 1.61
H -3.43 2.89 0.10
H -2.68 1.90 1.37
H 0.23 2.18 2.08
H 3.67 1.08 -4.06
H -5.42 0.10 0.75
H 1.71 4.54 -2.23
H 4.50 2.22 5.03
H -2.11 4.02 -3.71
H 4.23 -4.36 -2.49
H 1.32 3.89 -3.84
H 3.25 0.97 -0.42
H 0.33 -4.52 5.18
H 1.98 0.92 -4.50
H -3.93 1.95 -2.02
H -2.77 3.27 -5.16
H -2.96 -2.08 3.94
H 0.10 3.90 2.44
H 0.01 5.39 -0.73
H 4.13 -3.82 -0.08
H -5.33 -4.05 1.82
H -3.16 -0.06 -0.22
H 2.99 4.21 -3.39
H -3.68 0.21 -2.28
H -1.98 0.11 -5.54
H 2.69 -0.14 -3.26
H 2.63 -3.21 -4.06
H -1.49 -0.89 2.37
H 1.04 -1.57 -3.12
H 2.16 1.75 5.65
H -1.59 5.07 -1.41
H 1.83 -3.32 3.65
H -1.56 -0.82 -4.10
H -1.02 3.34 -4.94
H -2.05 -3.90 5.34
H 4.11 -0.22 1.54
H 0.78 0.28 4.24
H 5.47 1.22 2.99
*
```

Output
gap between HOMO and LUMO = 7.36 eV
maximum force = 0.9 eV Å⁻¹
HOMO energy = -16.10 eV

=====

(5)
# C10H11BrN2O2

C10H11BrN2O2 in the gas phase (ωB97M-V/def2-TZVPD, OMol25).

```
! wB97M-V def2-TZVPD RIJCOSX def2/J DEFGRID3
* xyz 0 1
Br 3.86 1.65 -0.49
O -2.22 -0.76 -0.22
O -1.77 1.40 0.24
N 5.09 -1.87 -0.50
N 1.69 -1.93 0.16
C 2.69 -1.03 -0.02
C 2.44 0.55 0.05
C 0.44 -1.40 0.02
C 1.04 1.04 0.26
C 1.81 -3.35 0.28
C -3.16 1.75 0.32
C 0.08 -0.11 0.03
C -1.43 0.18 -0.08
C -3.45 2.90 -0.63
C 4.04 -1.43 -0.26
H 2.39 -3.55 1.21
H 2.35 -3.73 -0.58
H -2.99 3.76 -0.30
H -0.41 -2.14 0.12
H -3.68 0.81 0.00
H -3.37 2.57 -1.69
H 0.97 1.38 1.43
H -4.57 2.96 -0.65
H 0.80 1.91 -0.35
H 0.78 -3.85 0.37
H -3.40 2.30 1.26
*
```

Output
energy above the lowest of the compared OMol25 structures with the same formula, charge and spin = 372.16 kJ/mol
SMILES string = CCOC(=O)C1=CN(C)C(C#N)=C(Br)C1
gap between HOMO and LUMO (spin up / spin down) = 7.34 / 7.34 eV
maximum force = 7.2 eV Å⁻¹
HOMO energy (spin up / spin down) = -7.74 / -7.75 eV

=====

(6)
# C28H35F3N4O3P2SZr

C28H35F3N4O3P2SZr as an isolated structure (ωB97M-V/def2-TZVPD, OMol25).

```
! wB97M-V def2-TZVPD RIJCOSX def2/J DEFGRID3
* xyz 2 1
Zr -0.19 0.90 2.21
S -1.30 -0.24 4.61
P -1.35 -1.26 0.95
P 1.57 -0.25 0.71
F 0.30 1.06 6.26
F 0.69 -1.10 6.13
F -1.03 -0.36 7.28
O -2.47 -1.04 4.85
O -1.49 1.17 4.16
O -0.28 -0.80 3.63
N 2.70 -1.46 1.36
N -2.18 0.27 0.43
N -2.86 -2.12 1.11
N 2.76 0.87 0.01
C -3.12 -2.82 2.29
C 4.02 2.75 -0.22
C -4.43 -3.28 2.26
C -0.84 2.39 -4.85
C 0.94 0.48 -3.19
C -4.99 -2.88 1.00
C 1.49 1.69 3.42
C -2.60 0.49 -0.85
C 0.42 2.71 -4.02
C 3.83 -3.37 1.79
C 0.72 1.77 -2.90
C -0.28 -0.16 6.18
C 3.63 -1.18 2.38
C 2.91 2.21 0.42
C -1.15 -0.62 -4.37
C 3.75 0.60 -0.93
C -2.57 2.52 0.17
C -2.89 1.86 -1.00
C -2.12 0.43 -3.91
C -0.48 -1.93 -0.49
C 4.53 1.74 -1.10
C -2.13 1.56 1.14
C -4.02 -2.15 0.32
C 0.37 -0.29 -4.34
C 0.83 -1.15 -0.68
C 4.32 -2.34 2.67
C 2.83 -2.80 1.01
C -1.93 1.74 -4.06
H -0.30 -3.01 -0.31
H 2.23 2.65 1.13
H 1.81 -0.04 -2.76
H 0.86 -1.28 -4.32
H 3.82 -0.37 -1.40
H -3.33 2.27 -1.90
H -3.10 0.03 -3.63
H 0.65 0.20 -5.29
H 5.37 1.84 -1.78
H -2.74 -0.33 -1.53
H -1.32 -1.54 -3.77
H -1.11 -1.85 -1.39
H -1.39 -0.88 -5.42
H 1.58 -1.77 -1.19
H -4.04 -1.66 -0.64
H 0.34 3.74 -3.64
H 5.09 -2.45 3.42
H 2.17 -3.24 0.27
H 0.98 2.27 4.22
H 0.95 2.22 -1.94
H 3.66 -0.20 2.84
H -4.90 -3.84 3.05
H -1.25 3.35 -5.19
H -2.64 2.47 -3.66
H 1.26 2.68 -4.73
H -2.34 -2.90 3.03
H 2.25 2.36 2.97
H 0.57 -0.33 -1.36
H -5.99 -3.11 0.65
H -2.53 1.55 2.17
H 4.16 -4.39 1.75
H -2.65 3.58 0.36
H 2.06 0.89 3.92
H -0.58 1.78 -5.73
H 4.42 3.74 -0.07
*
```

Output
energy above the lowest of the compared OMol25 structures with the same formula, charge and spin = 0.00 kJ/mol
gap between HOMO and LUMO = 5.47 eV
maximum force = 5.5 eV Å⁻¹
HOMO energy = -13.75 eV

=====

(7)
# C28H44GeN3OSTl

C28H44GeN3OSTl as an isolated structure (ωB97M-V/def2-TZVPD, OMol25).

```
! wB97M-V def2-TZVPD RIJCOSX def2/J DEFGRID3
* xyz 0 1
Tl -0.04 -1.40 1.05
Ge -1.25 -0.10 -2.06
S 0.28 -1.75 -2.32
O 1.28 -2.92 2.25
N 2.33 -1.45 0.00
N 1.86 0.23 -3.13
N 2.55 -0.71 -1.15
C 3.59 -2.71 1.67
C 2.57 2.68 0.03
C 1.34 -0.07 4.08
C -1.41 0.81 3.84
C 4.92 -3.02 2.04
C 2.51 -3.18 2.49
C 1.72 -0.68 -2.10
C 1.93 1.40 2.10
C -3.16 -2.73 -3.13
C 0.20 2.59 0.89
C 4.16 -4.23 3.95
C 5.22 -3.75 3.16
C -2.89 -0.96 -1.32
C -4.12 3.65 -2.68
C 1.54 2.22 1.04
C -2.91 2.73 -2.58
C 0.95 0.89 2.98
C 3.38 1.08 2.35
C 3.42 -1.95 0.47
C -3.00 -2.45 -1.64
C -2.87 1.71 -3.72
C 2.86 -3.97 3.62
C -1.57 0.90 -3.74
C -3.10 -4.21 -3.46
C -0.19 3.58 -0.19
C -2.23 2.37 1.49
C -0.39 1.27 2.82
C -0.77 2.08 1.75
H -2.93 2.20 -1.62
H -3.72 1.04 -3.63
H -4.16 4.35 -1.84
H -1.08 4.14 0.10
H -2.27 1.48 3.88
H -3.76 -0.44 -1.73
H 1.51 0.46 5.02
H 3.59 1.03 3.42
H 2.04 -4.36 4.21
H -1.76 -0.20 3.63
H 4.03 1.84 1.92
H 3.00 3.64 0.32
H -2.89 -0.79 -0.25
H -3.29 -4.39 -4.52
H -2.55 3.33 1.93
H -2.37 -2.21 -3.68
H -2.42 2.42 0.42
H 1.57 -0.11 -4.03
H -2.86 1.59 1.90
H -0.96 0.80 4.84
H -0.72 1.57 -3.89
H 2.24 -0.62 3.83
H 2.11 2.81 -0.95
H 4.33 -1.79 -0.12
H -2.11 -4.61 -3.23
H -3.84 -4.77 -2.88
H 2.76 0.70 -3.13
H -1.59 0.19 -4.57
H 6.25 -3.96 3.42
H -0.40 3.08 -1.14
H -2.11 -2.97 -1.27
H -1.99 3.32 -2.60
H -4.08 4.24 -3.60
H 0.61 4.30 -0.36
H 3.65 0.11 1.91
H -2.98 2.24 -4.67
H 5.72 -2.66 1.40
H -4.12 -2.31 -3.47
H 4.39 -4.82 4.83
H -5.05 3.08 -2.68
H -0.60 0.81 -1.01
H 3.37 1.96 -0.08
H -3.86 -2.87 -1.10
H 0.55 -0.80 4.25
*
```

Output
gap between HOMO and LUMO = 7.58 eV
maximum force = 0.8 eV Å⁻¹
HOMO energy = -7.10 eV

=====

(8)
# C16H9ClF9HfO3

C16H9ClF9HfO3 as an isolated structure (ωB97M-V/def2-TZVPD, OMol25).

```
! wB97M-V def2-TZVPD RIJCOSX def2/J DEFGRID3
* xyz 1 1
Hf -0.52 0.55 0.77
Cl 0.49 -5.32 -1.36
F 0.43 2.37 -4.11
F -1.60 2.01 -3.48
F 0.28 2.81 0.08
F 2.08 1.11 -0.66
F 1.38 3.57 -1.65
F 2.32 1.02 -2.82
F 1.26 -0.54 -1.77
F -0.77 3.74 -1.56
F -0.31 0.34 -3.89
O 1.04 0.49 1.84
O 2.87 -0.51 2.69
O -0.82 0.90 -1.12
C 0.11 1.55 -1.92
C -2.38 1.97 1.21
C -0.16 -3.10 0.00
C -1.63 1.87 2.41
C 1.48 -1.76 1.21
C 2.17 -3.74 0.04
C -1.76 0.55 2.90
C -0.36 1.57 -3.39
C 0.27 2.97 -1.31
C 0.86 -3.96 -0.38
C 1.49 0.77 -1.83
C 2.47 -2.65 0.84
C 0.16 -2.00 0.79
C -2.59 -0.16 1.99
C 1.89 -0.56 2.01
C -2.97 0.73 0.95
H -1.38 0.19 3.83
H -2.56 2.88 0.65
H -0.71 -1.49 1.23
H -2.96 -1.16 2.13
H -1.18 -3.30 -0.30
H 2.94 -4.44 -0.25
H -1.12 2.67 2.91
H 3.48 -2.46 1.17
H -3.67 0.52 0.16
*
```

Output
energy above the lowest of the compared OMol25 structures with the same formula, charge and spin = 31.52 kJ/mol
gap between HOMO and LUMO = 8.83 eV
maximum force = 2.2 eV Å⁻¹
HOMO energy = -13.05 eV

=====

(9)
# C2H4N6

C2H4N6 in the gas phase (ωB97M-V/def2-TZVPD, OMol25).

```
! wB97M-V def2-TZVPD RIJCOSX def2/J DEFGRID3
* xyz 0 1
N 0.18 0.14 -0.91
N -1.51 0.00 0.80
N -2.33 -0.79 0.05
N 1.53 -0.17 -0.93
N 1.72 1.32 0.91
N 0.50 1.13 1.27
C -0.29 0.35 0.39
C 2.28 0.51 -0.15
H -0.34 -0.34 -1.66
H -3.23 -0.89 0.44
H 3.39 0.44 -0.15
H -1.90 -1.72 -0.05
*
```

Output
energy above the lowest of the compared OMol25 structures with the same formula, charge and spin = 289.67 kJ/mol
SMILES string = N/N=c1/nncn[nH]1
gap between HOMO and LUMO = 7.46 eV
maximum force = 4.3 eV Å⁻¹
HOMO energy = -8.32 eV

=====

(10)
# C24H54BF4N5O4

A 10-piece molecular cluster, C24H54BF4N5O4 overall (ωB97M-V/def2-TZVPD, OMol25).

```
! wB97M-V def2-TZVPD RIJCOSX def2/J DEFGRID3
* xyz 0 1
F 1.05 -0.56 -1.70
F 0.42 -1.22 0.41
F 0.61 1.05 -0.17
F -1.13 -0.13 -0.91
O 4.36 -2.76 -3.78
O -1.06 -0.90 -4.14
O 2.28 -2.85 1.54
O 2.72 2.70 -0.60
N 0.04 -5.97 -2.01
N -3.56 1.14 2.51
N -0.81 -1.83 3.74
N -2.75 -3.50 -0.87
N -2.03 5.30 -2.64
C 0.33 -3.30 -2.35
C 3.95 2.00 -0.29
C -1.84 2.93 1.83
C 4.20 -2.02 2.63
C -2.18 -3.76 0.02
C -1.32 4.33 -2.57
C -3.08 0.05 1.45
C 4.06 -1.86 -2.85
C -2.30 0.87 -4.96
C 3.34 -2.04 1.42
C -5.35 -0.57 2.45
C -4.04 -1.13 1.75
C -5.09 0.95 2.53
C -2.90 0.97 3.88
C 5.32 -1.11 -2.40
C -1.01 0.26 -5.03
C 0.16 -4.80 -2.19
C -0.46 3.01 -2.37
C -3.27 2.53 1.88
C 1.00 0.07 3.65
C -1.61 4.36 1.17
C 5.16 2.96 -0.50
C -0.10 -0.99 3.78
C -1.44 -4.09 1.24
B 0.20 -0.26 -0.58
H -2.94 0.14 -5.00
H 5.21 3.86 0.21
H 4.96 -1.30 2.32
H -3.37 0.42 0.60
H -0.57 4.51 1.05
H 5.85 -0.40 -3.02
H 6.21 -1.81 -2.28
H -1.25 3.05 2.71
H -3.14 0.01 4.26
H -0.04 0.91 -4.84
H -5.20 -1.05 3.45
H 4.64 -2.98 2.81
H 5.01 3.24 -1.72
H -0.51 -2.97 -2.96
H -5.51 1.10 1.64
H 3.90 -2.18 0.33
H -0.63 -3.40 1.62
H 3.79 1.16 -0.73
H 1.19 -2.94 -2.78
H -3.52 -1.74 2.39
H 5.32 -0.72 -1.28
H 1.23 0.54 2.70
H -2.00 -0.06 1.42
H 2.93 -1.14 1.10
H 3.84 -3.62 -3.85
H 6.12 2.51 -0.37
H -3.84 3.15 2.65
H -5.66 1.31 3.34
H -1.13 2.30 1.34
H 1.99 2.10 -0.60
H -1.96 4.43 0.00
H -0.99 2.19 -1.99
H 0.12 2.94 -3.30
H 1.52 -2.43 1.39
H -1.06 -5.20 1.40
H -3.92 2.85 0.94
H -0.85 0.16 -6.01
H 3.70 -2.48 -2.16
H -1.87 4.92 1.88
H -2.23 -4.14 2.00
H 2.02 -0.18 3.90
H 3.91 1.78 0.79
H -4.19 -1.80 0.84
H 3.54 -1.81 3.52
H 3.28 -1.21 -3.12
H -6.46 -0.61 1.99
H -1.88 1.14 3.87
H 0.54 1.02 4.36
H -2.28 1.54 -3.96
H 0.24 3.10 -1.54
H -3.18 1.82 4.38
H -2.38 1.59 -5.94
H -0.50 -0.68 -3.33
H 0.18 -2.77 -1.40
*
```

Output
energy above the lowest of the compared OMol25 structures with the same formula, charge and spin = 194.05 kJ/mol
gap between HOMO and LUMO = 9.14 eV
maximum force = 10.1 eV Å⁻¹
HOMO energy = -9.55 eV